45
Properties=species:S:1:pos:R:3:forces:R:3 method="wB97M-V/def2-TZVPD" max_force_ev_per_a=0.91 charge=-1 lumo_energy_ev=2.0 energy_ev=-58767.8867 relative_energy_kcal_mol=0.0 homo_lumo_gap_ev=6.9
Rh 0.668744 -0.479944 1.943971 -0.177 -0.324 0.834
N -0.647689 2.117015 5.152443 0.105 -0.150 0.044
C -0.064754 1.520743 4.054241 -0.170 0.197 0.390
S 0.368795 -0.163741 4.211465 0.318 -0.192 -0.807
N 0.192196 2.266444 3.042252 -0.206 -0.273 -0.428
N 0.772302 1.527680 2.026459 -0.225 -0.002 0.113
C 1.224640 2.189250 1.036236 0.531 0.310 -0.376
C 2.157393 1.646369 0.054035 -0.609 0.063 0.002
C 2.489495 2.424679 -1.056066 -0.119 0.051 -0.156
C 3.342040 1.963343 -2.037486 0.036 0.064 -0.008
C 3.884545 0.681966 -1.903725 0.011 0.021 0.059
C 3.605809 -0.093763 -0.800299 0.105 0.053 0.058
C 2.762192 0.374739 0.231642 0.180 -0.086 0.494
O 2.600466 -0.347536 1.312231 0.096 -0.176 -0.381
H -1.165796 1.491098 5.745931 -0.040 0.008 -0.019
H -1.126558 2.974646 4.926797 -0.008 0.012 0.014
H 0.899938 3.225851 0.966494 0.370 0.103 0.098
H 2.048124 3.413348 -1.133002 -0.002 -0.020 -0.057
H 3.590736 2.580483 -2.890452 -0.027 0.005 -0.003
H 4.550180 0.297612 -2.668719 -0.035 -0.011 -0.009
H 4.033736 -1.080606 -0.678963 -0.003 0.012 0.014
C -1.080278 -1.132826 -4.765144 -0.015 -0.044 0.072
C -1.384640 -0.877705 -3.311562 -0.026 -0.001 -0.058
C -0.360160 -0.592164 -2.413310 0.074 -0.001 -0.012
C -0.636802 -0.377129 -1.076210 -0.145 -0.042 0.076
C -1.942290 -0.440330 -0.608049 -0.090 0.096 -0.152
C -2.973958 -0.724466 -1.491082 0.104 -0.048 -0.004
C -2.688652 -0.944649 -2.832727 -0.006 0.011 0.032
S -2.321128 -0.044989 1.092408 -0.090 0.072 -0.022
O -2.057794 1.365785 1.218179 0.074 -0.023 -0.036
O -3.669893 -0.515103 1.301601 -0.067 -0.022 -0.008
N -1.314291 -0.847528 2.009208 -0.286 0.025 0.266
C -1.595187 -2.258204 2.286648 0.332 0.225 -0.081
C -0.437096 -3.119612 1.810807 0.201 0.090 -0.170
O -0.566561 -4.323411 1.688419 0.126 0.007 -0.025
O 0.670455 -2.455816 1.580935 -0.182 -0.162 0.273
H -0.223226 -0.545703 -5.096413 -0.012 -0.002 -0.003
H -1.935749 -0.885821 -5.394578 0.014 0.006 -0.009
H -0.842113 -2.187009 -4.927725 0.008 0.014 -0.016
H 0.666375 -0.531478 -2.759471 -0.017 0.003 0.016
H 0.177104 -0.143776 -0.400178 0.054 0.060 -0.052
H -3.986894 -0.767406 -1.114142 0.004 -0.010 -0.015
H -3.496806 -1.167894 -3.521271 0.006 0.009 0.008
H -2.518899 -2.590706 1.821296 -0.053 -0.021 0.038
H -1.668047 -2.421729 3.366891 -0.139 0.094 0.006